Below is C17H26N2O3 in the gas phase, with properties calculated with ωB97M-V/def2-TZVPD.

Atoms and positions in Å:
C: 2.943 3.044 4.096
C: 1.429 3.139 4.252
C: 0.696 1.888 3.767
C: 0.987 0.654 4.620
C: 0.064 -0.523 4.303
C: 0.280 -1.099 2.906
C: -0.598 -2.325 2.663
C: -0.394 -2.895 1.259
C: -0.962 -1.958 0.208
O: -1.932 -1.259 0.364
N: -0.272 -1.995 -0.977
N: -0.701 -1.221 -1.994
C: -0.191 -1.181 -3.167
C: 0.982 -2.012 -3.623
C: -0.807 -0.259 -4.116
C: -0.271 -0.097 -5.399
C: -0.824 0.756 -6.326
C: -1.960 1.494 -5.995
O: -2.546 2.346 -6.872
C: -2.510 1.359 -4.733
C: -1.956 0.503 -3.784
O: -2.570 0.463 -2.601
H: 3.206 2.829 3.063
H: 3.352 2.260 4.727
H: 3.412 3.984 4.379
H: 1.069 3.997 3.679
H: 1.184 3.317 5.301
H: -0.379 2.083 3.789
H: 0.975 1.696 2.729
H: 0.861 0.920 5.673
H: 2.023 0.341 4.478
H: 0.238 -1.313 5.040
H: -0.975 -0.204 4.401
H: 0.040 -0.344 2.157
H: 1.333 -1.373 2.788
H: -0.371 -3.094 3.404
H: -1.646 -2.042 2.770
H: 0.666 -3.081 1.075
H: -0.929 -3.844 1.168
H: 0.531 -2.611 -1.082
H: 1.832 -1.369 -3.845
H: 0.718 -2.566 -4.522
H: 1.290 -2.732 -2.867
H: 0.609 -0.649 -5.685
H: -0.379 0.855 -7.307
H: -2.061 2.343 -7.706
H: -3.385 1.928 -4.466
H: -2.102 -0.152 -1.992

Its spin multiplicity is 1. Its calculated total energy is -998.62241 a.u. The calculation puts the energy above the lowest of the compared OMol25 structures with the same formula, charge and spin at 183.9 kJ/mol. The total charge is 0. Its SMILES is CCCCCCCCC(=O)N/N=C(\C)c1ccc(O)cc1O.


Below is C17H26N2O3S in the gas phase, with properties calculated with ωB97M-V/def2-TZVPD.

Atoms and positions in Å:
C: -6.482 -0.837 -0.631
C: -6.152 0.200 0.415
S: -4.579 0.993 -0.033
O: -4.251 1.945 0.995
O: -4.680 1.477 -1.380
N: -3.547 -0.330 -0.017
C: -2.644 -0.436 -1.142
C: -1.466 0.528 -1.003
C: -0.710 0.263 0.307
C: 0.016 -1.080 0.221
O: -0.389 -2.115 0.710
N: 1.154 -1.019 -0.509
C: 2.059 -2.138 -0.627
C: 3.191 -2.065 0.413
C: 3.958 -0.783 0.269
C: 5.012 -0.678 -0.630
C: 5.682 0.520 -0.798
C: 5.314 1.650 -0.078
C: 6.054 2.942 -0.241
C: 4.257 1.545 0.818
C: 3.589 0.347 0.989
C: -1.687 0.317 1.486
C: -2.901 -0.584 1.254
H: -6.500 -0.363 -1.609
H: -5.719 -1.611 -0.636
H: -7.451 -1.293 -0.440
H: -6.887 0.999 0.457
H: -6.013 -0.224 1.405
H: -3.220 -0.202 -2.037
H: -2.292 -1.470 -1.191
H: -1.863 1.546 -0.988
H: -0.799 0.424 -1.861
H: 0.047 1.044 0.443
H: 1.515 -0.119 -0.784
H: 2.477 -2.144 -1.637
H: 1.470 -3.043 -0.468
H: 3.850 -2.922 0.267
H: 2.749 -2.130 1.408
H: 5.314 -1.545 -1.200
H: 6.503 0.580 -1.497
H: 6.507 3.010 -1.227
H: 5.390 3.791 -0.097
H: 6.850 3.010 0.502
H: 3.956 2.412 1.390
H: 2.773 0.284 1.696
H: -1.183 0.003 2.402
H: -2.039 1.343 1.607
H: -3.640 -0.411 2.038
H: -2.591 -1.631 1.268

Its spin multiplicity is 1. Its calculated total energy is -1396.83647 a.u. The calculation puts the energy above the lowest of the compared OMol25 structures with the same formula, charge and spin at 63.6 kJ/mol. The total charge is 0. Its SMILES is CCS(=O)(=O)N1CCC(C(=O)NCCc2ccc(C)cc2)CC1.


Per-record Kohn-Sham gap, Eh: 0.311, 0.359